(1)
Below is C25H30N5ORuS as an isolated structure, with properties calculated with ωB97M-V with the def2-TZVPD basis set.

Values from the calculation:
E_tot, Ha: -1811.80282
HOMO level (alpha / beta), eV: -16.887 / -16.887
Frontier orbital gap (alpha / beta), eV: 5.124 / 5.125

Geometry as ORCA input:
```
! RIJCOSX wB97M-V def2-TZVPD def2/J DEFGRID3
* xyz 3 1
Ru -0.29 0.62 -0.42
O -1.35 2.51 -0.49
C -2.18 2.77 -1.64
C -2.31 1.51 -2.45
C -3.21 1.45 -3.49
C -3.25 0.32 -4.29
C -2.37 -0.73 -4.02
C -1.51 -0.60 -2.95
N -1.48 0.49 -2.17
H -0.90 3.32 -0.21
H -1.73 3.55 -2.25
H -3.16 3.12 -1.30
H -3.87 2.29 -3.69
H -3.95 0.25 -5.11
H -2.36 -1.62 -4.62
H -0.81 -1.39 -2.71
C 2.74 -2.74 1.97
C 2.04 -3.48 0.82
C 2.30 -2.74 -0.47
C 3.38 -3.15 -1.23
C 3.90 -2.35 -2.24
C 3.41 -1.06 -2.45
C 2.34 -0.59 -1.72
C 2.02 0.88 -1.88
C 3.05 1.75 -1.17
C 1.68 -1.49 -0.83
N 0.43 -1.12 -0.40
C -0.49 -2.11 0.02
C -1.64 -1.66 0.55
C -2.84 -2.28 1.10
C -3.66 -1.27 1.45
C -2.98 -0.03 1.10
N -1.80 -0.26 0.60
H 2.58 -3.27 2.91
H 2.34 -1.72 2.08
H 3.81 -2.67 1.80
H 0.99 -3.62 1.08
H 2.46 -4.48 0.73
H 3.86 -4.09 -0.99
H 4.73 -2.71 -2.83
H 3.89 -0.42 -3.18
H 0.99 1.22 -1.59
H 1.98 1.14 -2.94
H 3.16 1.47 -0.12
H 2.79 2.80 -1.24
H 4.03 1.61 -1.64
H -0.28 -3.15 -0.18
H -3.01 -3.34 1.20
H -4.64 -1.34 1.89
H -3.37 0.98 1.21
C 0.00 3.89 3.33
N -0.39 2.50 3.61
C -1.06 2.12 4.76
C -1.16 0.77 4.74
N -0.55 0.36 3.58
C -0.08 1.42 2.89
S 0.90 1.37 1.46
H -0.86 4.54 3.50
H 0.34 3.96 2.31
H 0.81 4.17 4.00
H -1.40 2.84 5.49
H -1.60 0.09 5.45
H -0.38 -0.60 3.31
*
```

natural (NBO) population analysis, charges in e, atoms 1 to 8:
1 Ru 0.678
2 O -0.699
3 C -0.102
4 C 0.190
5 C -0.211
6 C -0.087
7 C -0.218
8 C 0.060

(2)
Below is C25H31BiFN3O10P3 as an isolated structure, with properties calculated with ωB97M-V with the def2-TZVPD basis set.

Values from the calculation:
E_tot, Ha: -3226.57854
HOMO level, eV: -10.226
Frontier orbital gap, eV: 6.943

Geometry as ORCA input:
```
! RIJCOSX wB97M-V def2-TZVPD def2/J DEFGRID3
* xyz 1 1
Bi -1.02 -1.80 2.88
O 2.92 -4.41 2.34
P 2.03 -3.18 1.85
O 2.17 -3.00 0.40
O 0.65 -3.33 2.49
O 2.71 -1.92 2.65
P 1.93 -0.96 3.66
O 2.88 0.30 3.72
O 0.64 -0.50 2.89
O 1.66 -1.55 4.98
H 2.80 -4.59 3.28
H 3.21 0.55 2.85
F 2.08 -2.54 -3.33
C 1.10 -1.65 -3.07
C 0.58 -1.60 -1.81
C -0.40 -0.64 -1.51
C -0.97 -0.60 -0.17
O -0.60 -1.48 0.64
C -1.88 0.46 0.11
C -2.21 1.31 -0.91
N -1.73 1.25 -2.17
C -2.20 2.18 -3.17
C -1.26 3.22 -3.69
C -2.39 3.61 -2.79
C -0.81 0.26 -2.50
C -0.30 0.15 -3.80
C 0.66 -0.81 -4.10
N 1.15 -0.89 -5.43
C 1.87 0.26 -5.97
C 1.42 0.44 -7.42
N 0.95 -0.90 -7.93
C 1.86 -1.99 -7.46
C 1.70 -2.14 -5.94
C -2.54 0.75 1.44
O -3.24 1.74 1.52
O -2.29 -0.05 2.43
H 0.97 -2.25 -1.02
H -2.93 2.09 -0.70
H -2.91 1.74 -3.86
H -1.32 3.48 -4.74
H -0.26 3.24 -3.27
H -3.24 4.12 -3.21
H -2.14 3.91 -1.78
H -0.66 0.80 -4.58
H 2.95 0.11 -5.91
H 1.64 1.15 -5.40
H 2.22 0.79 -8.07
H 0.57 1.12 -7.51
H 0.87 -0.89 -8.94
H 0.02 -1.07 -7.53
H 2.87 -1.69 -7.74
H 1.61 -2.91 -7.99
H 2.67 -2.40 -5.52
H 1.00 -2.94 -5.70
C -3.07 -0.43 5.88
P -1.29 -0.72 5.58
C -0.81 -1.85 6.92
C -0.55 0.89 5.95
C -0.36 1.80 4.91
C 0.14 3.07 5.18
C 0.48 3.43 6.48
C 0.30 2.52 7.51
C -0.22 1.26 7.25
H -3.23 -0.06 6.90
H -3.62 -1.36 5.74
H -3.43 0.30 5.16
H -1.11 -1.48 7.89
H 0.27 -2.00 6.88
H -1.31 -2.81 6.75
H -0.62 1.52 3.90
H 0.28 3.77 4.37
H 0.88 4.41 6.68
H 0.56 2.80 8.53
H -0.35 0.57 8.07
*
```

Löwdin population analysis, charges in e, atoms 1 to 8:
1 Bi 1.821
2 O -0.093
3 P 0.215
4 O -0.264
5 O -0.504
6 O -0.245
7 P 0.194
8 O -0.076

(3)
Below is a 2-piece molecular cluster, C25H31Cl3O2 overall in a non-equilibrium geometry, with properties calculated with ωB97M-V with the def2-TZVPD basis set.

Values from the calculation:
E_tot, Ha: -2502.17989
SMILES: C#Cc1cc(CCCCCCCCCCCC)cc2c1C(=O)C=CC2=O.ClC(Cl)Cl
HOMO level, eV: -9.224
Frontier orbital gap, eV: 8.276

Geometry as ORCA input:
```
! RIJCOSX wB97M-V def2-TZVPD def2/J DEFGRID3
* xyz 0 1
C 1.02 -3.16 1.93
C 1.48 -2.30 1.25
C 2.35 -1.35 0.62
C 2.52 -0.13 1.25
C 3.40 0.79 0.74
C 3.60 2.10 1.47
C 3.77 3.34 0.57
C 2.70 3.54 -0.49
C 1.34 4.02 0.06
C 0.23 3.91 -1.01
C -1.13 3.44 -0.46
C -1.41 1.92 -0.69
C -1.83 1.24 0.60
C -2.27 -0.23 0.42
C -3.71 -0.29 -0.09
C -4.42 -1.67 -0.01
C -3.73 -2.74 0.82
C 4.12 0.51 -0.41
C 3.91 -0.68 -1.05
C 3.02 -1.63 -0.55
C 2.86 -2.90 -1.32
O 2.47 -3.94 -0.84
C 3.21 -2.82 -2.76
C 4.07 -1.93 -3.23
C 4.67 -0.94 -2.31
O 5.71 -0.37 -2.56
H 0.61 -3.90 2.58
H 1.97 0.07 2.15
H 2.73 2.25 2.11
H 4.45 2.00 2.14
H 4.75 3.28 0.10
H 3.79 4.22 1.21
H 3.06 4.32 -1.16
H 2.54 2.67 -1.12
H 1.46 5.07 0.30
H 1.04 3.46 0.94
H 0.08 4.90 -1.44
H 0.54 3.27 -1.84
H -1.95 4.01 -0.89
H -1.13 3.62 0.61
H -0.51 1.47 -1.11
H -2.19 1.85 -1.44
H -0.94 1.22 1.25
H -2.58 1.81 1.13
H -1.62 -0.70 -0.31
H -2.16 -0.70 1.39
H -3.68 -0.01 -1.14
H -4.33 0.48 0.38
H -5.40 -1.50 0.43
H -4.60 -2.07 -1.01
H -4.45 -3.52 1.06
H -3.38 -2.37 1.78
H -2.91 -3.23 0.28
H 4.83 1.23 -0.77
H 2.76 -3.55 -3.42
H 4.34 -1.87 -4.27
Cl -6.28 -5.88 0.23
C -7.23 -5.22 1.56
Cl -6.82 -6.02 3.08
Cl -7.01 -3.48 1.69
H -8.28 -5.41 1.35
*
```

natural (NBO) population analysis, charges in e, atoms 1 to 8:
1 C -0.210
2 C 0.062
3 C -0.113
4 C -0.169
5 C 0.016
6 C -0.414
7 C -0.394
8 C -0.398